ORCA calculation (ωB97M-V with the def2-TZVPD basis set) on a 11-piece molecular cluster, C5H33NO10 overall.

Geometry (Å):
C  -2.95  -0.53  0.46
C  -2.00  -1.21  -0.56
N  -1.44  -0.16  -1.45
C  -0.26  -0.74  -2.22
C  0.90  0.31  -2.22
C  -2.42  0.40  -2.38
H  -2.62  0.49  0.62
H  -4.02  -0.55  0.16
H  -2.80  -0.93  1.46
H  -2.27  -2.16  -1.02
H  -1.18  -1.39  0.20
H  -0.66  -0.80  -3.23
H  0.11  -1.68  -1.83
H  1.81  -0.22  -2.52
H  1.16  0.54  -1.18
H  0.80  1.14  -2.87
H  -3.41  0.56  -1.92
H  -2.60  0.11  -3.41
H  -2.13  1.53  -2.39
H  -1.24  -3.93  2.34
H  -0.42  -2.87  2.94
O  -0.32  -3.73  2.53
H  -0.80  0.25  2.34
H  0.63  -0.35  2.29
O  -0.29  -0.56  2.46
H  1.93  1.84  0.52
H  3.06  2.78  0.32
O  2.27  2.47  -0.12
H  3.43  -2.48  0.81
H  1.94  -2.05  0.50
O  2.89  -1.72  0.61
H  4.10  -0.77  -0.29
H  3.96  0.70  -0.49
O  4.64  0.06  -0.26
H  0.58  -3.45  1.01
H  1.11  -3.99  -0.43
O  0.88  -3.25  0.12
H  2.51  0.47  3.28
H  2.52  -0.29  1.88
O  2.21  0.46  2.37
H  -2.10  3.55  0.26
H  -2.57  3.47  1.82
O  -2.45  3.00  0.98
H  -0.95  2.06  0.84
H  -0.39  0.81  0.21
O  -0.11  1.63  0.67
H  -0.44  3.71  -1.85
H  0.12  3.62  -0.48
O  -0.71  3.88  -0.92

Output
M in g mol⁻¹: 267.3
ΔE to the lowest compared entry with this formula, charge and spin in kcal/mol: 20.5
E in eV: -27685.1481
Gap between HOMO and LUMO in eV: 8.82
F_max in eV Å⁻¹: 4.59
SMILES: CCN(C)CC.O.O.O.O.O.O.O.O.O.O
Highest occupied orbital energy in Ha: -0.3155

---

ORCA calculation (ωB97M-V with the def2-TZVPD basis set) on a 13-piece molecular cluster, C5H33NO13 overall.

Geometry (Å):
O  -2.29  -0.89  2.89
C  -1.60  0.09  2.68
C  -0.78  0.22  1.41
C  0.33  -0.84  1.41
C  1.32  -0.63  0.31
C  1.97  -1.60  -0.32
N  -1.71  0.15  0.28
H  -1.59  0.90  3.41
H  -0.31  1.20  1.36
H  -0.13  -1.83  1.35
H  0.83  -0.80  2.38
H  1.53  0.40  0.04
H  2.68  -1.41  -1.12
H  1.77  -2.65  -0.10
H  -2.36  -0.61  0.42
H  -1.23  -0.03  -0.60
H  -0.50  -2.29  -1.71
H  0.02  -1.05  -2.55
O  -0.75  -1.42  -2.09
H  -3.07  -2.77  -0.77
H  -2.60  -2.20  -2.09
O  -3.07  -2.97  -1.73
H  3.00  0.52  3.04
H  3.46  -0.03  1.70
O  3.53  0.75  2.26
H  -2.02  2.13  -0.39
H  -1.63  2.22  -1.88
O  -1.68  2.76  -1.05
H  -3.39  -3.51  1.43
H  -2.51  -2.28  1.76
O  -2.68  -2.97  1.08
H  2.65  2.41  2.04
H  1.48  3.09  1.21
O  1.86  2.97  2.10
H  -0.63  0.95  -3.43
H  -1.91  0.27  -2.98
O  -1.57  1.14  -3.22
H  1.13  1.89  3.23
H  0.97  1.55  4.73
O  0.89  1.16  3.85
H  0.86  4.27  -0.63
H  -0.14  3.09  -0.67
O  0.83  3.32  -0.48
H  3.25  1.67  -1.51
H  1.93  2.48  -1.56
O  2.57  1.99  -2.12
H  -1.32  -4.19  -1.51
H  -0.97  -3.76  -0.10
O  -0.55  -3.97  -0.95
H  1.45  0.12  -4.36
H  1.61  0.82  -2.95
O  1.06  0.19  -3.48

Output
M in g mol⁻¹: 315.3
ΔE to the lowest compared entry with this formula, charge and spin in kcal/mol: 17.4
E in eV: -33830.3207
Gap between HOMO and LUMO in eV: 9.93
F_max in eV Å⁻¹: 0.44
Highest occupied orbital energy in Ha: -0.3557

---

ORCA calculation (ωB97M-V with the def2-TZVPD basis set) on a 13-piece molecular cluster, C5H33NO14 overall.

Geometry (Å):
O  0.77  2.10  0.65
C  1.29  1.09  0.13
N  0.50  -0.04  0.02
C  0.95  -1.25  -0.65
C  1.15  -2.42  0.33
C  -0.12  -3.06  0.80
O  -1.20  -2.85  0.30
C  2.67  1.11  -0.37
H  -0.42  -0.05  0.49
H  0.17  -1.53  -1.37
H  1.86  -1.06  -1.21
H  1.76  -3.16  -0.20
H  1.80  -2.12  1.15
H  -0.01  -3.77  1.63
H  2.76  0.87  -1.43
H  3.14  2.09  -0.23
H  3.32  0.42  0.19
H  2.92  1.96  2.56
H  2.05  2.83  1.72
O  2.88  2.86  2.23
H  -1.25  -2.23  -3.14
H  -1.36  -3.28  -2.03
O  -1.06  -3.17  -2.93
H  -2.14  2.48  -0.92
H  -2.75  1.15  -0.36
O  -2.73  2.13  -0.24
H  -2.35  -0.56  -1.54
H  -2.15  -1.44  -0.27
O  -2.53  -0.59  -0.57
H  -2.66  -0.51  -3.78
H  -1.36  0.23  -3.41
O  -1.88  -0.59  -3.22
H  -0.64  2.45  1.77
H  -2.07  2.52  1.32
O  -1.53  2.52  2.15
H  -0.37  -0.80  3.41
H  0.13  -0.96  4.85
O  0.40  -1.14  3.93
H  -2.43  -0.40  2.05
H  -1.68  0.91  2.55
O  -1.75  -0.07  2.65
H  0.67  -3.31  -2.80
H  2.01  -3.94  -3.36
O  1.64  -3.38  -2.65
H  3.17  0.12  4.06
H  1.81  -0.31  3.41
O  2.66  0.15  3.23
H  0.34  3.15  -0.76
H  -0.42  4.35  -1.37
O  -0.07  3.47  -1.57
H  0.00  1.92  -4.26
H  -0.53  2.36  -2.87
O  -0.72  1.79  -3.64

Output
M in g mol⁻¹: 331.3
ΔE to the lowest compared entry with this formula, charge and spin in kcal/mol: 0.0
Total charge: +1
E in eV: -35869.1805
Multiplicity: 2
Gap between HOMO and LUMO (alpha / beta) in eV: 9.76 / 4.51
F_max in eV Å⁻¹: 2.14
Highest occupied orbital energy (alpha / beta) in Ha: -0.5054 / -0.5044

---

ORCA calculation (ωB97M-V with the def2-TZVPD basis set) on a 13-piece molecular cluster, C5H33O15 overall.

Geometry (Å):
O  0.87  -0.41  1.50
C  2.09  -0.30  1.12
O  3.02  -0.24  1.96
C  2.54  -0.26  -0.36
C  2.72  1.23  -0.73
C  2.03  1.77  -1.99
C  0.52  1.47  -2.25
O  0.39  0.42  -3.24
H  3.36  -0.97  -0.47
H  1.66  -0.59  -0.90
H  2.59  1.85  0.15
H  3.80  1.26  -0.98
H  2.53  1.47  -2.91
H  2.10  2.84  -1.81
H  0.01  1.10  -1.36
H  0.10  2.37  -2.65
H  0.52  -0.36  -2.69
H  -4.24  0.15  -1.67
H  -3.57  -0.49  -0.40
O  -3.40  -0.14  -1.30
H  0.48  1.26  3.96
H  0.03  0.36  2.78
O  -0.28  0.81  3.60
H  -0.94  2.54  2.73
H  -1.00  1.93  1.40
O  -0.98  2.80  1.80
H  -2.11  -0.58  1.96
H  -2.32  0.36  3.09
O  -2.80  -0.03  2.36
H  1.20  -1.22  3.62
H  2.69  -0.86  3.65
O  2.00  -1.41  4.08
H  3.06  -3.01  0.46
H  1.50  -2.77  0.16
O  2.19  -3.40  0.39
H  1.81  -3.25  -2.10
H  2.22  -2.35  -3.23
O  1.67  -2.35  -2.44
H  -0.70  -2.89  2.49
H  -0.49  -1.88  1.31
O  -1.15  -2.28  1.91
H  -4.23  -1.45  1.65
H  -3.03  -2.34  1.13
O  -3.84  -1.87  0.87
H  -1.82  1.17  -3.39
H  -2.48  1.49  -2.13
O  -2.02  1.95  -2.85
H  -1.13  4.27  0.01
H  -1.16  3.47  -1.43
O  -0.78  4.16  -0.88
H  -2.11  -1.46  -2.72
H  -1.63  -1.54  -1.18
O  -1.48  -1.79  -2.09

Output
M in g mol⁻¹: 333.3
ΔE to the lowest compared entry with this formula, charge and spin in kcal/mol: 40.0
Total charge: -1
E in eV: -36435.9355
Gap between HOMO and LUMO in eV: 8.54
F_max in eV Å⁻¹: 3.29
Highest occupied orbital energy in Ha: -0.2190

---

ORCA calculation (ωB97M-V with the def2-TZVPD basis set) on a 13-piece molecular cluster, C5H35N2O13 overall.

Geometry (Å):
O  1.88  -2.38  0.92
C  2.73  -1.66  0.53
C  2.70  -0.99  -0.79
C  1.58  -1.61  -1.81
C  0.19  -0.80  -1.62
N  -1.87  1.15  -2.57
C  -0.55  1.30  -2.81
N  0.40  0.42  -2.42
H  3.60  -1.44  1.18
H  2.54  0.14  -0.63
H  3.70  -0.99  -1.31
H  2.02  -1.62  -2.80
H  1.36  -2.69  -1.56
H  0.07  -0.68  -0.51
H  -0.66  -1.44  -1.86
H  -2.25  0.25  -2.32
H  -2.51  1.98  -2.71
H  -0.14  2.37  -3.17
H  1.36  0.71  -2.44
H  -4.63  -2.73  1.85
H  -3.75  -3.27  0.92
O  -4.17  -2.44  1.11
H  -1.87  0.05  1.96
H  -0.23  0.39  1.72
O  -0.90  0.20  2.41
H  3.30  2.49  0.71
H  4.39  1.56  0.11
O  3.61  2.08  -0.15
H  -4.05  -1.91  -1.22
H  -2.70  -1.97  -1.98
O  -3.37  -1.38  -1.56
H  -1.45  2.04  4.93
H  -1.38  1.18  3.51
O  -1.57  2.09  3.93
H  -0.71  -3.29  -3.33
H  -2.25  -3.31  -3.15
O  -1.47  -2.84  -2.82
H  1.51  3.08  2.13
H  2.86  2.93  2.92
O  2.42  2.61  2.13
H  -3.09  -1.27  0.63
H  -3.42  0.27  0.19
O  -2.78  -0.36  0.56
H  3.16  1.86  -3.00
H  2.62  2.30  -1.65
O  2.40  2.14  -2.53
H  -0.76  -1.94  2.10
H  -0.35  -2.85  1.05
O  -0.99  -2.72  1.66
H  -0.19  4.52  2.13
H  -0.61  3.37  3.04
O  0.13  3.91  2.82
H  1.64  1.12  1.71
H  1.23  -0.17  2.35
O  1.28  0.25  1.51

Output
M in g mol⁻¹: 331.3
ΔE to the lowest compared entry with this formula, charge and spin in kcal/mol: 117.0
Total charge: +1
E in eV: -35344.2012
Gap between HOMO and LUMO in eV: 10.01
F_max in eV Å⁻¹: 4.23
Highest occupied orbital energy in Ha: -0.4555

---

Q: Look up the E of the first one.
A: -27685.1481 eV